{"formula": "C16H45AlClF3NO13", "method": "ωB97M-V/def2-TZVPD", "elements": ["C", "C", "C", "Al", "C", "C", "C", "C", "N", "C", "C", "C", "O", "C", "C", "C", "F", "C", "F", "F", "C", "C", "O", "Cl", "H", "H", "H", "H", "H", "H", "H", "H", "H", "H", "H", "H", "H", "H", "H", "H", "H", "H", "H", "H", "H", "H", "H", "O", "H", "H", "O", "H", "H", "O", "H", "H", "O", "H", "H", "O", "H", "H", "O", "H", "H", "O", "H", "H", "O", "H", "H", "O", "H", "H", "O", "H", "H", "O", "H", "H"], "coordinates": [[1.9346, 1.6226, 2.4561], [1.5484, 0.7092, 1.6057], [0.9283, -0.3241, 0.5528], [2.3132, -1.2872, -0.6062], [1.3426, -2.8325, -1.5719], [0.1763, -2.3391, -2.5938], [-1.2378, -1.9953, -1.8298], [-1.7579, -0.4955, -2.1164], [-2.9764, -0.0721, -1.3439], [-3.7099, -1.2151, -0.7168], [-2.7054, 1.0319, -0.3944], [-2.1901, 0.8853, 1.1261], [-2.9409, 2.2329, -0.8306], [3.2410, -0.1003, -2.0017], [2.2608, 0.9304, -2.7699], [2.3022, 2.4332, -2.2176], [1.2200, 3.3246, -2.6344], [3.3211, 3.0184, -1.3784], [4.5997, 3.3752, -1.9552], [3.1327, 3.2660, 0.0198], [3.7592, -2.2038, 0.5852], [4.3933, -1.1660, 1.6435], [5.0414, -0.1377, 1.2508], [4.1077, -1.5045, 3.4468], [2.1352, 2.5801, 3.0704], [0.1726, 0.2394, -0.1016], [0.3418, -1.1249, 1.1583], [0.7945, -3.4400, -0.7438], [2.1235, -3.5183, -2.0982], [-0.0063, -3.2408, -3.3126], [0.5079, -1.4695, -3.2837], [-1.0749, -2.2112, -0.7087], [-2.0099, -2.7195, -2.3160], [-0.9200, 0.2959, -2.0023], [-2.0589, -0.4612, -3.2435], [-4.6934, -0.7801, -0.2658], [-3.1652, -1.7230, 0.1583], [-4.0050, -1.9343, -1.5684], [-2.0296, -0.1894, 1.4918], [-2.9488, 1.3733, 1.8725], [-1.1910, 1.4547, 1.3011], [3.6461, -0.8278, -2.8202], [4.1686, 0.4376, -1.5821], [1.1622, 0.5873, -2.8197], [2.6278, 0.9661, -3.8779], [4.5599, -2.6020, -0.1337], [3.2567, -3.0875, 1.1242], [-3.8458, 3.0449, 3.2758], [-3.8849, 3.6283, 2.5054], [-4.3104, 3.5370, 3.9656], [2.6137, -5.9230, -2.4883], [3.0462, -6.3675, -1.7470], [2.8436, -6.4667, -3.2540], [3.2125, -2.6564, 6.3982], [2.6374, -1.9190, 6.6388], [3.6649, -2.3488, 5.6005], [-6.8592, 1.6125, 3.5077], [-7.2313, 1.3299, 2.6606], [-6.0788, 2.1284, 3.2607], [4.8368, -4.0952, -2.6496], [5.4881, -4.7450, -2.3570], [4.1364, -4.6317, -3.0520], [1.7631, -4.8444, 1.7143], [2.1011, -4.2597, 2.4063], [1.7051, -5.7068, 2.1452], [-9.2152, 0.5234, 1.8351], [-9.9653, 1.1313, 1.8949], [-9.4156, -0.1600, 2.4875], [5.1014, 5.4849, 1.7009], [5.7469, 4.8302, 1.9962], [4.3972, 4.9550, 1.3025], [-11.2669, 2.0630, 0.0762], [-11.9630, 2.3152, -0.5436], [-10.8284, 1.3169, -0.3544], [4.1105, 6.4759, -2.4054], [4.4447, 7.0572, -1.7105], [4.0429, 5.6129, -1.9758], [-0.3089, 3.6955, 0.4110], [-0.6840, 3.4068, -0.4327], [0.4673, 4.2139, 0.1630]], "forces_ev_per_angstrom": [[-2.0, -3.3, -3.9], [0.6, 3.8, 3.1], [0.1, 1.1, 1.9], [0.1, -0.3, -0.4], [-0.7, 0.0, 0.1], [0.1, -0.9, -0.3], [0.7, -0.1, -0.9], [0.6, -0.3, -1.4], [0.8, -0.1, 2.0], [-1.2, 0.4, 0.4], [-0.9, 4.3, -1.1], [-0.3, 0.0, 0.6], [1.4, -5.3, 2.0], [0.3, 0.3, -0.7], [1.3, 1.2, -1.6], [1.0, 0.4, -0.1], [1.1, -2.3, 2.2], [-1.2, -0.4, -0.7], [-2.4, -1.9, 2.6], [0.9, 1.0, -3.8], [0.7, 0.1, 2.2], [2.0, 2.7, -4.9], [-3.0, -5.0, 2.9], [0.1, 0.3, -0.9], [-0.3, -2.5, -1.4], [1.1, -0.6, 1.1], [0.9, 1.4, -0.9], [1.0, 0.6, -1.4], [-1.6, 1.1, 0.8], [0.0, 1.6, 1.0], [-0.5, -1.2, 1.2], [-0.5, 0.4, -1.8], [1.2, 1.2, 1.3], [-1.3, -1.4, 0.0], [0.6, -0.1, 1.8], [1.6, -0.8, -0.9], [-0.7, 0.4, -1.5], [0.5, 1.0, 1.6], [-0.3, 1.5, -0.9], [1.2, -0.9, -1.7], [-1.7, -0.9, -0.7], [-0.6, 1.2, 1.3], [-1.4, -0.6, -0.7], [1.6, 0.8, 0.3], [-0.9, 0.0, 1.6], [-0.9, 0.8, 1.1], [1.0, 1.4, -0.8], [-0.5, 0.3, 0.0], [0.2, -0.1, 0.0], [0.2, -0.1, 0.0], [0.2, -0.5, -0.3], [-0.1, 0.2, 0.0], [-0.2, 0.0, 0.1], [0.0, 0.2, 0.0], [0.1, -0.1, -0.1], [-0.1, -0.1, 0.1], [0.1, 0.2, -0.3], [-0.2, 0.0, 0.2], [0.1, -0.2, 0.1], [0.3, -0.2, -0.2], [-0.1, 0.2, 0.0], [0.0, 0.3, 0.4], [0.0, -0.2, 0.3], [-0.1, 0.0, -0.1], [0.0, 0.2, -0.1], [-0.3, -0.1, 0.1], [0.2, 0.1, -0.1], [0.1, 0.1, -0.1], [0.0, -0.2, -0.1], [-0.1, 0.1, -0.1], [0.1, 0.0, 0.1], [-0.1, -0.2, -0.2], [0.1, 0.0, 0.2], [0.0, 0.1, 0.1], [0.0, 0.0, 0.3], [-0.1, -0.1, -0.1], [0.1, 0.1, -0.2], [0.1, 0.2, -0.2], [-0.1, 0.0, 0.2], [-0.1, -0.2, 0.1]], "lowdin_charge": [0.020, -0.190, -0.221, 0.299, -0.234, -0.258, -0.192, -0.186, -0.161, -0.119, -0.342, -0.018, -0.016, -0.214, -0.193, -0.075, -0.043, -0.118, 0.012, 0.019, -0.164, -0.712, -0.070, 0.561, 0.045, 0.034, 0.072, 0.057, 0.039, 0.093, 0.086, 0.100, 0.106, 0.108, 0.130, 0.103, 0.083, 0.097, 0.072, 0.078, 0.077, 0.071, 0.059, 0.086, 0.115, 0.074, 0.028, -0.058, 0.053, 0.043, -0.055, 0.056, 0.048, -0.094, 0.034, -0.078, -0.076, 0.005, 0.000, -0.070, 0.031, -0.003, -0.066, 0.027, 0.034, -0.054, 0.028, 0.050, -0.068, 0.039, 0.011, -0.062, 0.039, 0.039, -0.061, 0.034, 0.001, -0.067, 0.016, 0.024], "charge": -1, "lumo_energy_ev": 1.4, "spin_multiplicity": 1, "energy_ha": -2671.4288, "orbital_gap_ev": 6.69}

=====

{"formula": "C2H2O4", "method": "ωB97M-V/def2-TZVPD", "elements": ["C", "C", "O", "O", "O", "O", "H", "H"], "coordinates": [[-1.3294, -0.0321, 0.0029], [0.7131, 0.0384, 0.3828], [-2.4496, 0.2405, -0.2177], [-0.2768, 0.9481, 0.1747], [-0.6808, -1.1449, 0.1177], [1.6453, -0.0951, -0.4947], [1.0005, -0.2136, 1.3989], [1.3777, 0.2588, -1.3646]], "forces_ev_per_angstrom": [[0.3, -0.2, -0.1], [-2.4, -1.4, 0.1], [-0.5, 0.4, 0.0], [0.3, 0.3, -0.1], [1.7, 0.8, 0.4], [0.6, 0.2, -0.6], [0.0, 0.1, -0.1], [-0.1, -0.1, 0.3]], "nbo_charge": [0.959, 0.689, -0.556, -0.564, -0.614, -0.613, 0.185, 0.514], "lumo_energy_ev": 0.3, "e_above_lowest_kj_mol": 171.13, "spin_multiplicity": 1, "energy_ha": -378.3490, "orbital_gap_ev": 11.62}